P | Entry from OMol25: C2HFO3P in the gas phase (ωB97M-V/def2-TZVPD).

Positions of all 8 atoms, in Å:
F 2.048 -1.439 0.303
P 2.108 -0.156 -0.715
O 0.707 0.802 -0.491
O -1.738 1.074 -0.015
C -1.429 -0.180 -0.048
C -0.281 0.592 0.396
O -1.455 -1.207 -0.868
H 0.041 0.513 1.439

The expectation value of S² is 0.753. The orbital gap (spin up / spin down) comes out at 8.49 / 9.15 eV. Its spin multiplicity is 2. As for the net charge: 0. As for the LUMO energy (spin up / spin down): -0.04 / -1.13 eV.

In elementary charge units, the Löwdin charges are:
1. F -0.387
2. P 0.989
3. O -0.354
4. O 0.185
5. C -0.386
6. C -0.233
7. O 0.025
8. H 0.162

Q | Entry from OMol25: C2HFO3P in the gas phase (ωB97M-V/def2-TZVPD).

Positions of all 8 atoms, in Å:
F 1.968 -1.478 0.327
P 1.713 -0.522 -0.986
O 0.786 0.851 -0.317
O -1.871 1.099 -0.062
C -1.385 -0.055 -0.017
C -0.272 0.723 0.478
O -0.938 -1.179 -0.953
H -0.001 0.562 1.529

The expectation value of S² is 0.763. The orbital gap (spin up / spin down) comes out at 7.32 / 8.80 eV. Its spin multiplicity is 2. As for the net charge: 0. As for the LUMO energy (spin up / spin down): -1.03 / -1.37 eV.

In elementary charge units, the Löwdin charges are:
1. F -0.379
2. P 1.056
3. O -0.331
4. O 0.187
5. C -0.308
6. C -0.182
7. O -0.213
8. H 0.170

Least stable: Q

P | Entry from OMol25: 8 unconnected molecules or ions with the total composition C8H24N8O16 (ωB97M-V/def2-TZVPD).

Positions of all 56 atoms, in Å:
C 13.638 12.825 5.358
N 13.899 12.159 6.664
O 14.936 11.500 6.806
O 13.044 12.347 7.549
H 12.573 12.924 5.147
H 14.128 12.232 4.586
H 14.106 13.801 5.485
C 14.502 13.964 10.186
N 13.037 13.984 10.177
O 12.422 12.926 10.473
O 12.416 14.949 9.744
H 14.896 13.290 10.947
H 14.877 14.975 10.343
H 14.797 13.637 9.189
C 5.940 7.957 9.221
N 6.284 6.667 8.543
O 7.451 6.296 8.539
O 5.404 6.064 7.979
H 5.857 7.732 10.284
H 4.979 8.327 8.865
H 6.686 8.745 9.117
C 11.299 7.167 7.485
N 11.724 8.494 8.044
O 11.577 8.733 9.211
O 12.193 9.349 7.251
H 12.157 6.570 7.179
H 10.766 7.419 6.568
H 10.716 6.710 8.285
C 8.079 15.045 10.900
N 8.742 14.982 12.232
O 8.199 14.299 13.042
O 9.754 15.664 12.462
H 8.533 15.656 10.119
H 7.042 15.380 10.907
H 8.185 13.994 10.632
C 9.749 8.575 11.804
N 8.584 7.951 12.531
O 7.584 7.653 11.935
O 8.626 7.778 13.757
H 10.511 8.805 12.548
H 9.417 9.506 11.346
H 10.114 7.737 11.210
C 9.923 17.190 8.060
N 8.672 16.428 7.782
O 8.776 15.206 7.487
O 7.586 16.968 7.970
H 9.748 18.191 7.666
H 10.717 16.592 7.613
H 9.996 17.315 9.140
C 9.784 11.891 8.225
N 8.523 11.168 8.409
O 8.559 10.334 9.315
O 7.539 11.248 7.653
H 9.712 12.447 7.290
H 10.548 11.118 8.149
H 9.928 12.503 9.116

The structure (SMILES) is C[N+](=O)[O-].C[N+](=O)[O-].C[N+](=O)[O-].C[N+](=O)[O-].C[N+](=O)[O-].C[N+](=O)[O-].C[N+](=O)[O-].C[N+](=O)[O-]. The orbital gap comes out at 9.97 eV. Its spin multiplicity is 1. As for the net charge: 0. As for the LUMO energy: -0.50 eV.

In elementary charge units, the Löwdin charges are:
1. C 0.047
2. N -0.407
3. O 0.062
4. O 0.022
5. H 0.099
6. H 0.099
7. H 0.103
8. C 0.040
9. N -0.412
10. O 0.029
11. O 0.038
12. H 0.107
13. H 0.100
14. H 0.091
15. C 0.042
16. N -0.436
17. O 0.034
18. O 0.065
19. H 0.080
20. H 0.097
21. H 0.067
22. C 0.067
23. N -0.412
24. O 0.075
25. O 0.011
26. H 0.102
27. H 0.102
28. H 0.097
29. C 0.051
30. N -0.442
31. O 0.087
32. O 0.043
33. H 0.057
34. H 0.111
35. H 0.098
36. C 0.055
37. N -0.427
38. O 0.052
39. O 0.040
40. H 0.096
41. H 0.080
42. H 0.093
43. C 0.051
44. N -0.426
45. O 0.018
46. O 0.059
47. H 0.101
48. H 0.098
49. H 0.101
50. C 0.045
51. N -0.402
52. O 0.018
53. O 0.063
54. H 0.099
55. H 0.074
56. H 0.097

Q | Entry from OMol25: a molecular structure, C8H24N8O16 (ωB97M-V/def2-TZVPD).

Positions of all 56 atoms, in Å:
C 13.595 -24.343 1.389
N 14.926 -24.669 0.778
O 15.704 -25.490 1.303
O 15.127 -24.071 -0.340
H 13.226 -23.366 1.079
H 13.908 -24.481 2.424
H 12.784 -25.026 1.137
C 12.007 -19.105 0.103
N 13.356 -18.550 0.293
O 13.969 -18.974 1.276
O 13.873 -17.781 -0.535
H 11.674 -19.086 -0.935
H 11.275 -18.512 0.650
H 12.000 -20.121 0.499
C 12.188 -21.038 2.813
N 13.202 -21.856 2.085
O 13.256 -21.703 0.888
O 13.880 -22.644 2.713
H 12.589 -20.869 3.812
H 11.285 -21.648 2.827
H 11.919 -20.078 2.373
C 14.955 -19.925 2.570
N 15.583 -20.770 3.588
O 15.035 -20.959 4.670
O 16.699 -21.140 3.232
H 14.023 -19.696 3.086
H 14.952 -20.472 1.627
H 15.587 -19.050 2.420
C 8.733 -19.172 2.793
N 9.326 -19.374 1.460
O 10.523 -19.783 1.516
O 8.673 -19.125 0.426
H 8.437 -18.128 2.900
H 9.465 -19.447 3.553
H 7.846 -19.791 2.660
C 11.968 -17.833 5.044
N 11.569 -19.011 4.281
O 11.721 -20.127 4.741
O 11.122 -18.800 3.163
H 12.970 -17.566 4.708
H 12.001 -18.045 6.113
H 11.304 -16.997 4.822
C 10.811 -21.190 -0.210
N 9.413 -21.659 -0.088
O 8.790 -21.800 -1.110
O 9.050 -21.940 1.030
H 11.290 -21.932 -0.848
H 11.278 -21.094 0.770
H 10.788 -20.251 -0.762
C 10.915 -24.452 4.437
N 10.876 -23.029 4.165
O 10.031 -22.668 3.328
O 11.723 -22.296 4.598
H 9.869 -24.753 4.480
H 11.264 -24.675 5.445
H 11.496 -24.899 3.631

The orbital gap comes out at 9.06 eV. Its spin multiplicity is 1. As for the net charge: 0. As for the LUMO energy: -1.33 eV.

In elementary charge units, the Löwdin charges are:
1. C -0.008
2. N -0.346
3. O 0.055
4. O 0.024
5. H 0.053
6. H 0.096
7. H 0.110
8. C 0.005
9. N -0.285
10. O -0.065
11. O 0.092
12. H 0.126
13. H 0.128
14. H 0.029
15. C -0.025
16. N -0.363
17. O 0.029
18. O 0.034
19. H 0.056
20. H 0.087
21. H 0.073
22. C -0.082
23. N -0.419
24. O 0.060
25. O 0.069
26. H 0.091
27. H 0.123
28. H 0.140
29. C 0.081
30. N -0.291
31. O -0.285
32. O 0.103
33. H 0.115
34. H 0.090
35. H 0.121
36. C 0.081
37. N -0.340
38. O 0.051
39. O -0.033
40. H 0.115
41. H 0.111
42. H 0.109
43. C -0.018
44. N -0.416
45. O 0.098
46. O 0.063
47. H 0.144
48. H 0.050
49. H 0.081
50. C 0.066
51. N -0.380
52. O 0.031
53. O 0.042
54. H 0.107
55. H 0.110
56. H 0.106

Least stable: Q

P | Entry from OMol25: a gas-phase ion, C8H14NO (charge +1) (ωB97M-V/def2-TZVPD).

Positions of all 24 atoms, in Å:
C 1.971 -2.639 0.206
C 0.779 -2.379 0.104
C -0.522 -1.784 0.049
O -1.556 -2.306 -0.187
C -0.503 -0.071 0.445
C -1.957 0.282 0.023
C -0.009 -0.043 1.870
N 0.543 0.588 -0.377
C 0.311 0.364 -1.778
C 0.705 2.044 -0.110
H 2.897 -3.071 0.411
H -1.969 1.344 -0.348
H -2.353 -0.330 -0.713
H -2.720 0.072 0.822
H 0.076 1.043 2.187
H 0.891 -0.504 2.042
H -0.816 -0.525 2.603
H 1.417 -0.020 -0.268
H 1.250 0.535 -2.463
H -0.236 -0.461 -2.078
H -0.481 1.022 -2.222
H -0.038 2.504 -0.751
H 0.538 2.219 0.881
H 1.782 2.114 -0.347

The structure (SMILES) is C#CC(=O)C(C)(C)[NH+](C)C. The orbital gap comes out at 10.13 eV. Its spin multiplicity is 1. As for the net charge: +1. As for the LUMO energy: -3.92 eV.

In elementary charge units, the Löwdin charges are:
1. C 0.215
2. C -0.011
3. C -0.338
4. O 0.163
5. C -0.382
6. C 0.003
7. C -0.014
8. N -0.176
9. C -0.042
10. C 0.062
11. H 0.047
12. H 0.106
13. H 0.051
14. H 0.128
15. H 0.102
16. H 0.049
17. H 0.165
18. H 0.189
19. H 0.170
20. H 0.079
21. H 0.126
22. H 0.112
23. H 0.054
24. H 0.139

Q | Entry from OMol25: 2 unconnected molecules or ions with the total composition C8H14NO (ωB97M-V/def2-TZVPD).

Positions of all 24 atoms, in Å:
C 0.756 0.585 0.110
C 0.149 -2.028 2.166
C -0.926 -2.637 1.288
C -1.474 0.061 1.400
C -0.492 -0.137 0.235
C -0.711 -1.178 1.318
C 1.422 1.090 1.343
C 1.009 1.097 -4.237
N 0.708 0.187 -3.422
O 1.275 0.781 -1.001
H -0.020 -2.012 3.232
H 1.178 -2.191 1.883
H -0.612 -3.196 0.418
H -1.815 -3.033 1.754
H -1.221 0.786 2.158
H -2.520 0.054 1.128
H 0.914 1.992 1.681
H 2.457 1.343 1.130
H 1.364 0.359 2.144
H 1.325 2.063 -3.856
H -0.954 -0.377 -0.721
H 0.973 0.968 -5.313
H 0.431 -0.734 -3.758
H 0.858 0.380 -2.288

The orbital gap comes out at 9.63 eV. Its spin multiplicity is 1. As for the net charge: +1. As for the LUMO energy: -4.08 eV.

In elementary charge units, the Löwdin charges are:
1. C -0.339
2. C -0.058
3. C -0.044
4. C 0.012
5. C -0.117
6. C -0.381
7. C 0.032
8. C 0.105
9. N 0.149
10. O 0.041
11. H 0.114
12. H 0.111
13. H 0.110
14. H 0.113
15. H 0.116
16. H 0.122
17. H 0.110
18. H 0.100
19. H 0.091
20. H 0.118
21. H 0.146
22. H 0.114
23. H 0.146
24. H 0.089

Least stable: P